# C45H48N3O21

A molecular structure, C45H48N3O21 in a non-equilibrium geometry (ωB97M-V/def2-TZVPD, OMol25).

```
117
C45H48N3O21, DFT ωB97M-V/def2-TZVPD
C 0.71353 -1.74491 0.37748
C -0.35247 -0.69491 0.64748
O -1.36047 -0.95691 1.23048
N -0.15047 0.79209 0.20048
H 0.20853 1.22809 1.16448
H 0.63553 0.86509 -0.45852
C -1.26447 1.65709 -0.31852
H 0.15153 -2.71791 0.01748
H 1.30053 -2.11391 1.25648
H 1.12953 -1.65591 -0.56652
H -1.97747 1.78809 0.57048
H -1.69947 1.34809 -1.22352
H -0.99847 2.65209 -0.48852
N 1.67153 3.42209 1.81948
O 0.53053 2.86509 1.93748
O 1.74853 4.57009 2.20048
O 2.51253 2.99909 0.92148
N 1.94553 1.39509 -0.86452
O 1.06753 2.19609 -0.62952
O 3.04653 1.69109 -1.19952
O 1.98953 0.49909 0.01548
C -4.83347 0.21709 -0.93952
C -5.33347 0.91709 0.28348
C -6.88347 0.99609 0.17148
O -4.89547 0.20609 1.41848
H -5.18547 0.48409 -1.87252
H -5.14447 -0.83891 -0.98252
H -3.73147 0.32909 -0.79952
H -4.93947 1.86209 0.47748
H -7.27347 1.67009 0.93848
H -7.35147 0.09809 0.17548
H -7.16347 1.62109 -0.57652
H -4.33247 0.74209 2.12248
C -3.04847 -3.59091 -1.70652
C -2.99847 -4.60091 -0.59252
C -2.37347 -5.92491 -1.06252
O -2.09547 -4.10791 0.35148
H -3.69447 -3.83291 -2.62252
H -2.06247 -3.48091 -2.17852
H -3.55647 -2.59091 -1.33052
H -4.13047 -4.78591 -0.29652
H -3.04647 -6.54591 -1.81052
H -2.35447 -6.65291 -0.26852
H -1.41547 -5.83991 -1.53252
H -2.36247 -3.31991 0.96248
C 4.75153 -4.61991 -0.05452
C 3.63453 -4.47991 -1.08352
C 2.21553 -4.79691 -0.63152
O 1.24553 -4.90391 -1.34452
C 2.03553 -5.02091 0.86848
C 3.09153 -4.87391 1.78648
C 4.44453 -4.69691 1.47248
O 5.23453 -4.69491 2.30648
H 5.99353 -4.65191 -0.47552
H 3.87153 -4.36691 -2.15652
H 0.90953 -5.15891 1.12448
H 2.96753 -5.28591 2.77248
C 0.11353 7.40909 -0.31152
C -0.26547 5.99409 -0.59852
C -1.57547 5.79009 -1.47352
O -2.09947 4.64909 -1.64552
C -1.86247 7.08509 -2.26652
C -1.41447 8.30409 -2.03452
C -0.38347 8.52609 -1.00952
O -0.06547 9.60409 -0.59852
H 0.90653 7.66809 0.52148
H 0.09653 5.08009 -0.02052
H -2.46847 6.83609 -2.91652
H -1.92447 9.33509 -2.55752
C 4.51353 -1.22091 3.12448
C 6.05553 -1.32391 2.95648
C 6.89153 -0.08291 2.69448
O 8.08153 -0.11591 2.44848
C 6.10253 1.20409 2.55848
C 4.64953 1.18209 2.67348
C 3.84753 0.01309 2.65648
O 2.62653 0.08109 2.51848
H 3.83353 -2.09691 3.40048
H 6.61153 -2.19991 3.22648
H 6.68453 2.13509 2.60448
H 4.15953 2.03809 2.38848
C 0.91153 -0.98191 5.44848
C 1.10853 -2.22791 4.62448
C 0.71353 -3.52491 5.06048
O 0.77953 -4.59591 4.30748
C 0.22453 -3.62791 6.42348
C 0.14253 -2.57591 7.34148
C 0.30053 -1.15391 6.81948
O 0.06453 -0.15891 7.44848
H 1.11953 -0.04891 4.96648
H 1.49453 -1.88591 3.56548
H -0.19247 -4.52691 6.74248
H 0.03853 -2.87291 8.34648
C -1.03947 3.59809 -3.66052
C -2.48247 3.09809 -3.67352
C -3.50447 4.16809 -4.05852
O -4.68747 3.90409 -3.91052
C -3.05547 5.39309 -4.79052
C -1.60747 5.71509 -4.88452
C -0.66247 4.99009 -4.24152
O 0.57153 5.24709 -4.09352
H -0.12647 3.04409 -3.71052
H -2.80447 2.04509 -3.20552
H -3.83847 5.92209 -5.36252
H -1.34847 6.65309 -5.50852
C 1.09853 -3.68491 -2.90452
C -0.19847 -2.92891 -3.22352
C -0.10447 -1.46991 -3.58052
O -0.97547 -0.82391 -4.03852
C 1.13053 -0.86291 -3.21252
C 2.41253 -1.60891 -3.00152
C 2.35153 -3.12491 -2.95652
O 3.40353 -3.79191 -2.76352
H 1.13353 -4.71291 -2.86052
H -1.11647 -3.45091 -3.34052
H 1.26153 0.40509 -3.30052
H 3.33153 -0.99891 -2.67552
```

Computed properties:
total charge	-1
ΔE to the lowest compared entry with this formula, charge and spin	0.0	kcal per mole
HOMO-LUMO gap	4.857	eV
calculated total energy	-3486.38967	Eh
strongest force on any atom	0.296	hartree/bohr



# C45H48N3OS2Sb2Tl

A molecular structure, C45H48N3OS2Sb2Tl (ωB97M-V/def2-TZVPD, OMol25).

```
102
C45H48N3OS2Sb2Tl, DFT ωB97M-V/def2-TZVPD
Tl -1.28839 -0.19841 -1.73069
C 3.48184 -3.60472 -0.65249
C 2.94454 -4.59020 0.38805
C 1.43687 -4.51420 0.64628
Sb 0.52731 -2.55152 0.79600
C 1.76431 -1.83745 2.39788
C 1.97471 -0.45435 2.50234
C 2.86236 0.06014 3.43879
C 3.55972 -0.79921 4.27701
C 3.35060 -2.17129 4.19551
C 2.45683 -2.68604 3.26572
C -1.17982 -3.15746 1.91138
C -1.16317 -3.29927 3.29650
C -2.32067 -3.65326 3.97952
C -3.50251 -3.86727 3.28309
C -3.52762 -3.72816 1.90124
C -2.37110 -3.36939 1.21918
Sb 3.99691 -1.69263 0.17352
C 6.01206 -1.84650 0.68747
C 6.78770 -0.69046 0.77602
C 8.12407 -0.79472 1.12746
C 8.67444 -2.04015 1.40439
C 7.89589 -3.18802 1.33120
C 6.55827 -3.09590 0.98011
C 3.86261 -0.17438 -1.27826
C 2.76647 0.68284 -1.25798
C 2.69496 1.72017 -2.17673
C 3.70723 1.88954 -3.11185
C 4.79600 1.02697 -3.13360
C 4.88531 -0.00504 -2.20921
H 2.77769 -3.41914 -1.46428
H 4.42162 -3.94998 -1.08916
H 3.48420 -4.46458 1.33056
H 3.18568 -5.59927 0.04441
H 1.18578 -5.07284 1.54894
H 0.89541 -4.99311 -0.17317
H 1.44540 0.22613 1.83998
H 3.01587 1.12959 3.50874
H 4.26079 -0.40215 4.99911
H 3.88327 -2.83996 4.85929
H 2.29931 -3.75759 3.22201
H -0.24978 -3.12622 3.85362
H -2.29753 -3.76905 5.05553
H -4.40083 -4.15173 3.81508
H -4.44489 -3.90855 1.35507
H -2.40619 -3.25407 0.14054
H 6.36181 0.28215 0.55930
H 8.73631 0.09497 1.18637
H 9.71755 -2.11611 1.68054
H 8.33074 -4.15466 1.54648
H 5.95760 -3.99638 0.92538
H 1.97693 0.56275 -0.52506
H 1.84969 2.39731 -2.15865
H 3.65065 2.70293 -3.82341
H 5.58536 1.16469 -3.86039
H 5.74931 -0.65908 -2.21669
S -0.32912 1.96996 0.19664
C -1.29797 1.43361 1.45500
N -1.70244 2.33261 2.40848
C -2.50256 2.01385 3.44496
C -2.93705 0.73114 3.56997
C -2.48971 -0.17329 2.58971
N -1.70468 0.14796 1.58342
H -1.37446 3.28247 2.28793
H -2.75475 2.81325 4.12745
H -3.57573 0.42264 4.38196
H -2.79170 -1.21500 2.63867
C 0.81131 -0.02339 -4.72721
C 0.28990 1.34576 -4.49989
C 0.62631 2.53641 -5.23396
C -0.09218 3.54256 -4.67058
C -0.86098 2.93914 -3.60023
C -1.81405 3.63297 -2.70419
N -0.60309 1.62234 -3.51926
H 1.31986 -0.09635 -5.68621
H 0.00110 -0.75396 -4.70033
H 1.52797 -0.29077 -3.94260
H 1.29963 2.58301 -6.07533
H -0.12453 4.58301 -4.95254
H -2.40343 4.35892 -3.26620
H -1.27098 4.18876 -1.93351
H -2.47379 2.91788 -2.21622
C -8.20758 5.55905 -2.20472
C -7.22658 4.54659 -1.68704
C -6.86111 4.52648 -0.34313
C -5.97059 3.57986 0.13922
C -5.45473 2.63388 -0.73254
C -5.78988 2.63596 -2.07871
C -6.67141 3.59586 -2.54471
S -4.34012 1.40546 -0.09912
C -5.52973 0.10646 0.23643
O -3.55078 0.89538 -1.28043
H -8.30212 6.40464 -1.52606
H -9.19530 5.10767 -2.31497
H -7.90784 5.93265 -3.18315
H -7.27141 5.26675 0.33206
H -5.68350 3.58334 1.18479
H -5.35240 1.90284 -2.74460
H -6.93761 3.60937 -3.59460
H -6.04008 -0.13703 -0.69444
H -6.23967 0.46161 0.98244
H -4.97990 -0.75804 0.60933
```

Computed properties:
total charge	+2
ΔE to the lowest compared entry with this formula, charge and spin	0.0	kcal per mole
HOMO-LUMO gap (alpha / beta)	7.142 / 5.578	eV
calculated total energy	-3431.85385	Eh
strongest force on any atom	0.002	hartree/bohr